DFT (ωB97M-V/def2-TZVPD) results for 2 unconnected molecules or ions with the total composition C9H13N3O2.

Geometry as XYZ:
```
27
Properties=species:S:1:pos:R:3:forces:R:3
C 3.74605 0.11796 -0.47573 -1.20 -1.06 2.00
C 3.40481 1.41923 -0.24194 0.10 2.00 0.34
C -2.23863 1.75238 -0.66581 -0.59 0.45 -0.71
C -1.16138 2.18233 0.30583 -1.46 -1.21 0.89
C -0.93803 -2.41924 -0.61681 0.33 -4.50 -1.57
C -1.94911 -2.20346 0.46294 0.73 0.95 -0.06
C -0.90584 1.09619 -0.68079 -0.40 -0.23 0.91
C -0.82070 -0.31629 -0.25039 2.70 2.24 3.80
C 0.76411 -0.28208 1.21374 -5.04 0.91 -1.14
N 2.85841 -0.64867 0.20578 0.62 -2.06 -1.65
N 2.31409 1.43384 0.49096 -2.82 0.05 0.58
N 1.93988 0.11980 0.66300 3.26 3.43 -0.45
O -0.56454 -1.21514 -1.14622 0.65 -0.27 -2.62
O -1.78811 -0.74478 0.57450 -1.88 -0.72 1.80
H 4.64521 -0.33733 -0.69172 1.60 -0.66 -1.12
H 3.85578 2.42224 -0.44905 -0.28 -1.42 -0.04
H -3.08141 1.16331 -0.30789 0.30 0.20 0.09
H -2.46686 2.31497 -1.57346 0.05 0.22 0.51
H -0.73139 3.15514 0.36576 0.53 0.33 -0.67
H -1.31908 1.76269 1.28831 -0.23 0.21 0.25
H -0.05258 -3.01753 -0.33299 -0.17 0.53 0.31
H -1.42019 -3.06203 -1.40245 0.55 0.75 0.28
H -2.93736 -2.36890 0.01303 0.05 -0.11 0.95
H -1.67309 -2.84101 1.37418 -0.85 1.44 -0.94
H -0.24011 1.40236 -1.40930 1.20 0.01 -1.69
H 0.60393 -1.29960 1.44257 0.79 -0.96 0.44
H 0.15614 0.41361 1.84396 1.47 -0.52 -0.48
```
Positions in Å, forces in eV/Å.

Properties
- Total charge: 0
- Frontier orbital gap: 7.88 eV
- HOMO energy: -7.135 eV
- E: -665.30014 a.u.
- Largest force on an atom: 5.2 eV Å⁻¹
- Relative energy (zero: lowest compared OMol25 entry of this formula, charge and spin): 4.6120 eV
- LUMO energy: 0.743 eV

***

DFT (ωB97M-V/def2-TZVPD) results for 2 unconnected molecules or ions with the total composition C3H11NO.

Geometry as XYZ:
```
16
Properties=species:S:1:pos:R:3:forces:R:3
C 0.03409 1.07998 0.40038 2.08 0.81 -0.49
C -0.63219 0.28502 -0.71860 -1.84 1.58 0.27
C 0.05561 0.75640 -1.98061 1.04 -2.47 -1.19
N -0.78401 1.25430 1.57182 -0.31 -0.96 1.79
H 0.24567 2.18776 0.04837 -0.10 -2.23 0.17
H 1.11284 0.57187 0.55186 -2.18 1.12 0.13
H -1.73962 0.71834 -0.75228 1.93 -1.44 0.04
H -0.61148 -0.82437 -0.54932 -0.13 1.09 -0.12
H 1.11909 0.98160 -1.81341 0.01 -0.71 0.02
H -0.27759 1.69510 -2.27506 -1.17 1.62 -0.65
H -0.05173 0.02660 -2.84764 0.21 0.99 1.00
H -0.24007 1.11189 2.43305 -0.44 0.25 -0.54
H -1.60682 0.63241 1.65482 0.90 0.34 -0.43
H 1.15880 -2.72005 1.34305 1.73 2.86 -0.43
H 1.45389 -4.22847 1.47600 -0.65 1.04 -0.06
O 0.76353 -3.52838 1.45756 -1.08 -3.88 0.48
```
Positions in Å, forces in eV/Å.

Properties
- Total charge: 0
- SMILES: CCCN.O
- Frontier orbital gap: 9.82 eV
- HOMO energy: -9.077 eV
- E: -250.84782 a.u.
- Largest force on an atom: 4.1 eV Å⁻¹
- Relative energy (zero: lowest compared OMol25 entry of this formula, charge and spin): 1.3286 eV
- LUMO energy: 0.747 eV

***

Q: What is the total charge in the first record?
A: 0

***

Q: The lowest largest force on an atom belongs to which entry?
A: C3H11NO

***

Q: What is the largest force on an atom in the second record?
A: 4.1 eV Å⁻¹